C22H28MoN2O3 | ωB97M-V/def2-TZVPD

Structure (XYZ):
```
56
Properties=species:S:1:pos:R:3:forces:R:3:mulliken_spin:R:1
Mo 0.79410 1.53273 0.43982 -1.063 1.546 1.027 2.293
C 2.59424 4.32578 1.21538 -0.204 -0.509 0.477 -0.018
C 1.21221 3.72159 1.27208 0.134 0.915 0.068 -0.014
C 0.34458 3.84767 0.16760 -0.461 -0.466 -1.449 -0.006
C -0.93156 3.14868 0.18512 0.126 2.048 -1.287 0.019
C -1.86299 3.13916 -1.02263 1.056 -0.624 -0.259 -0.001
C -1.46438 2.80795 1.43944 1.647 -2.089 -0.486 -0.053
C -0.68308 2.81635 2.61859 0.835 1.314 0.324 -0.087
C -1.42483 2.67785 3.89486 -0.966 -2.594 0.743 0.001
C 0.71978 3.09760 2.46123 -0.736 -0.708 0.485 -0.010
H 2.73440 4.85398 0.28565 0.009 0.485 -0.091 -0.001
H 3.32200 3.52040 1.20884 0.461 -0.225 0.191 0.010
H 2.80973 4.94096 2.10967 -0.165 -0.150 -0.520 0.000
H 0.70781 4.34987 -0.78719 -0.574 -0.598 1.305 0.029
H -1.72245 4.03977 -1.61792 -0.430 0.257 0.246 0.001
H -2.88011 2.88963 -0.76597 -0.411 0.584 0.303 0.003
H -1.62784 2.33998 -1.72459 0.420 -0.248 -0.067 0.004
H -2.35682 2.20994 1.43287 -0.809 0.378 0.233 0.004
H -1.62734 3.60608 4.44959 0.514 0.069 -0.317 -0.001
H -0.95991 1.92868 4.60147 -0.143 1.030 -0.485 -0.002
H -2.44425 2.22865 3.67932 1.057 0.648 0.209 0.000
H 1.41982 2.85272 3.28109 -0.416 0.569 -0.298 0.018
O -1.09483 -4.77444 1.29762 0.477 0.218 1.867 -0.030
C -0.68611 -4.07927 2.48556 -0.052 -0.303 -0.646 0.002
C -0.04904 -2.79100 2.06812 -0.378 -0.801 0.950 -0.046
C 0.20228 -1.77654 3.02538 0.290 -0.115 0.584 -0.068
C 0.48852 -0.53618 2.54632 -0.721 0.184 1.558 0.063
N 0.48311 -0.22872 1.23295 0.803 -0.267 -1.159 -0.026
C 0.56609 -1.25866 0.28830 -0.172 -2.096 2.279 0.030
C 0.33736 -2.57104 0.75070 0.421 2.398 -0.855 -0.011
C 1.03436 -0.85366 -1.00345 -0.263 -0.596 -2.770 -0.068
C 1.26908 -1.76311 -2.04213 -0.349 1.333 1.704 0.009
C 1.35438 -1.26405 -3.34547 -1.259 -0.569 -1.120 0.005
C 1.09831 -2.25550 -4.46822 -0.053 -0.217 -0.286 0.000
O 1.06869 -3.59795 -4.05566 0.156 1.117 1.209 -0.004
C 1.33435 0.14741 -3.59344 -0.192 -0.491 1.366 -0.030
C 1.18053 1.00722 -2.50912 0.867 -0.539 -1.700 0.019
N 1.00062 0.51758 -1.26776 0.417 -0.617 1.242 0.053
H -1.33615 -5.66492 1.60875 -0.066 0.034 -0.506 0.001
H 0.04553 -4.65491 3.13639 -0.430 0.404 -0.624 -0.023
H -1.55190 -3.87985 3.17717 0.534 0.035 -0.471 -0.017
H 0.19474 -1.99434 4.11945 -0.109 0.302 -0.995 0.002
H 0.65259 0.29373 3.21716 -0.049 0.036 0.146 -0.019
H 0.43529 -3.39141 0.10044 -0.127 -0.904 -0.715 -0.002
H 1.16598 -2.81273 -1.79993 0.334 -0.080 -0.513 0.002
H 1.81423 -2.10823 -5.25284 0.867 0.246 -0.547 -0.001
H 0.15346 -1.97579 -4.97141 -0.058 0.264 0.386 0.000
H 0.90822 -4.19436 -4.78637 0.003 -0.164 -0.493 0.000
H 1.35403 0.55974 -4.58921 0.219 -0.036 -0.210 0.001
H 1.32778 2.08447 -2.65565 -0.474 -0.342 0.222 -0.008
C -1.82342 -2.82368 -2.29871 0.632 -1.070 -0.028 0.000
O -1.73340 -2.60015 -0.88624 -0.294 -0.012 0.858 -0.022
H -2.04114 -3.87615 -2.57254 -0.126 0.571 0.342 -0.002
H -0.80632 -2.64051 -2.71159 -0.948 -0.001 0.288 0.000
H -2.54432 -2.15954 -2.73148 -0.430 0.288 -0.401 -0.002
H -2.47603 -2.95948 -0.33742 0.651 0.159 -1.316 0.002
```
Forces are in eV/Å.

Properties
total charge	+4
2S+1	3
HOMO (spin up / spin down)	-20.7171 / -20.8356	eV

C4H2F2S2 | ωB97M-V/def2-TZVPD

Structure (XYZ):
```
10
Properties=species:S:1:pos:R:3:forces:R:3:mulliken_charge:R:1
F 2.40402 -1.81565 0.00051 -0.881 0.620 0.438 -0.229
C 1.70534 -0.65483 0.08397 0.030 -2.523 -0.717 0.448
F 2.57843 0.27008 -0.14247 -0.572 0.789 0.312 -0.155
C 0.35980 -0.69444 0.21670 0.147 1.669 -0.417 -0.490
C -0.45070 0.57671 0.13010 -0.132 -1.643 0.193 0.524
S 0.21423 2.03729 -0.05980 -0.456 0.406 0.057 -0.249
C -1.97796 0.39300 0.18796 0.618 0.488 0.784 -0.222
S -2.71186 -1.00185 -0.14463 -0.008 0.422 -0.040 -0.215
H -0.15507 -1.66573 0.25410 0.552 0.599 0.115 0.289
H -2.54393 1.28610 0.58196 0.703 -0.827 -0.724 0.300
```
Forces are in eV/Å.

Properties
SMILES	FC(F)=CC(=S)C=S
total charge	0
energy above the lowest of the compared OMol25 structures with the same formula, charge and spin	0.00	kJ/mol
HOMO	-9.0723	eV

C4H3F3 | ωB97M-V/def2-TZVPD

Structure (XYZ):
```
10
Properties=species:S:1:pos:R:3:forces:R:3:mulliken_charge:R:1
C 0.25935 -0.73782 0.08650 -4.311 4.976 -0.470 0.423
C -2.37576 0.89443 -0.32056 4.643 -0.099 0.636 -0.075
C -1.16741 -0.25449 -0.05658 1.388 -1.702 0.034 0.182
C 1.47849 0.18094 0.04337 -2.168 -0.528 1.044 -0.771
F -1.73584 2.08480 -0.28763 -0.940 -1.091 -0.170 -0.114
F 0.46637 -1.96379 0.42272 -0.057 -1.222 -0.017 -0.220
F -1.99057 -1.34515 0.04629 0.136 -0.459 0.122 -0.238
H 1.93414 0.06464 -0.91361 0.793 -0.125 -0.554 0.272
H 2.13492 -0.11067 0.90839 -0.460 0.740 -0.947 0.291
H 0.99631 1.18711 0.07110 0.976 -0.491 0.323 0.251
```
Forces are in eV/Å.

Properties
total charge	0
energy above the lowest of the compared OMol25 structures with the same formula, charge and spin	419.17	kJ/mol
HOMO	-9.2102	eV

C8H30O7 | ωB97M-V/def2-TZVPD

Structure (XYZ):
```
45
Properties=species:S:1:pos:R:3:forces:R:3:mulliken_charge:R:1
C 0.91118 -2.05191 -2.47200 1.515 -0.544 -2.157 -1.334
C 1.26143 -0.99514 -1.48197 -0.815 -0.975 -0.329 -0.220
C 1.54255 0.25934 -1.79999 0.514 0.939 0.930 -0.236
C 1.45349 1.40248 -0.80098 0.769 -0.916 0.822 -0.545
C -0.01322 1.67069 -0.45979 0.377 0.479 -0.574 0.245
C -0.29653 2.69699 0.64425 -0.589 -0.335 -1.026 -0.797
C -1.71810 2.44542 1.17001 0.126 -0.038 1.619 -0.467
C -1.68373 1.78126 2.56566 0.649 -0.298 -0.563 -0.866
H 0.93031 -1.69800 -3.51148 -0.047 0.524 0.213 0.390
H -0.06033 -2.51685 -2.42159 -0.218 0.082 0.865 0.037
H 1.66293 -2.85046 -2.55806 -0.139 -0.171 0.584 0.349
H 1.10599 -1.38904 -0.47611 -0.106 0.870 0.312 0.712
H 1.85798 0.57331 -2.78595 -0.593 -0.390 -0.401 0.317
H 2.02693 2.26762 -1.13086 -0.380 0.249 -0.294 0.387
H 1.97120 1.10727 0.12207 -0.151 -0.085 0.034 -0.018
H -0.47386 0.71061 -0.21192 0.064 -0.058 0.123 -0.219
H -0.47916 1.99330 -1.39367 -0.319 0.001 0.102 0.252
H -0.27960 3.69696 0.21022 0.411 0.072 0.074 0.369
H 0.47167 2.60394 1.40752 -0.058 0.164 0.320 0.418
H -2.25238 1.73893 0.53568 -0.111 0.359 -0.362 0.295
H -2.26806 3.37562 1.28063 -0.258 0.064 -0.418 0.408
H -0.81294 1.12066 2.53828 -0.099 -0.223 0.350 -0.038
H -2.55743 1.17153 2.76918 -0.118 0.078 0.072 0.326
H -1.50432 2.45567 3.39461 -0.062 0.398 0.020 0.368
O -1.02828 0.81853 -3.53221 -0.080 0.025 -0.293 -0.605
H -1.53278 0.44519 -2.80431 0.019 -0.096 0.156 0.277
H -1.10664 0.13310 -4.20761 0.015 0.033 0.094 0.293
O 3.93239 -1.75373 0.51692 0.216 0.488 0.348 -0.673
H 3.40246 -1.67013 -0.28393 -0.097 -0.187 -0.011 0.353
H 3.94216 -2.66884 0.80699 -0.178 -0.058 -0.238 0.302
O -1.91807 -1.21634 2.14511 0.040 -0.388 -0.241 -0.666
H -1.39563 -0.66684 1.55149 -0.008 0.157 0.100 0.284
H -1.32391 -1.34049 2.89959 0.100 -0.020 -0.059 0.313
O -2.15154 -2.01674 -3.45011 0.070 0.158 -0.656 -0.583
H -1.81116 -2.88300 -3.21043 -0.314 0.060 0.134 0.314
H -2.96072 -1.86963 -2.95399 0.147 -0.179 0.327 0.293
O -3.09561 -1.63853 -0.65101 0.282 0.513 -0.870 -0.587
H -2.57806 -1.85162 0.13131 -0.493 -0.327 0.383 0.316
H -3.93945 -2.08945 -0.67082 0.036 -0.218 0.675 0.262
O 0.75716 -1.04823 3.70823 -0.579 -0.430 -0.227 -0.597
H 1.47274 -0.82653 3.09429 0.170 0.389 0.331 0.311
H 1.01364 -0.77036 4.58877 0.236 0.106 -0.082 0.266
O 2.88266 0.37094 2.39713 -1.668 -0.592 0.017 -0.555
H 3.49878 -0.16488 1.88714 0.768 0.502 0.141 0.302
H 3.14385 1.13741 2.90367 0.959 -0.181 -0.345 0.246
```
Forces are in eV/Å.

Properties
SMILES	C/C=C/CCCCC.O.O.O.O.O.O.O
total charge	0
energy above the lowest of the compared OMol25 structures with the same formula, charge and spin	19.09	kJ/mol
HOMO	-8.9665	eV

BrH6MnNO | ωB97M-V/def2-TZVPD

Structure (XYZ):
```
10
Properties=species:S:1:pos:R:3:forces:R:3:mulliken_spin:R:1
Mn 4.23913 -0.09947 0.06659 -1.006 -0.107 -0.004 5.946
N -1.09590 1.40957 -1.24860 -0.920 0.165 -0.718 0.000
H -0.96613 1.30449 -2.24470 0.378 -0.056 -0.507 0.000
H -1.41220 2.35383 -1.07993 -0.039 0.448 0.305 -0.001
H -0.24576 1.17896 -0.75446 1.046 -0.394 0.590 0.001
H -1.83024 0.76201 -1.00061 -0.318 -0.375 0.459 0.000
Br 1.47982 -0.36394 0.00858 0.953 0.352 -0.157 0.053
O -0.38582 -2.09034 2.27297 -0.338 0.084 0.138 0.002
H 0.34773 -1.51295 2.06140 0.216 0.149 -0.054 -0.001
H -0.13063 -2.94218 1.91876 0.027 -0.263 -0.053 0.000
```
Forces are in eV/Å.

Properties
total charge	+1
2S+1	7
HOMO (spin up / spin down)	-11.5183 / -13.4856	eV